No. 1
18
Properties=species:S:1:pos:R:3:lowdin_charge:R:1 method="wB97M-V/def2-TZVPD" charge=+1 lumo_ev=-4.33 orbital_gap_ev=7.5 de_lowest_ev=5.794 homo_energy_ev=-11.8767
O 3.44532 0.79127 -0.04820 0.37
N -0.55724 2.31656 -0.17725 0.10
C 0.02848 0.84213 0.01867 -0.08
C -1.21971 1.25212 0.64358 -0.25
C -1.30536 0.08650 -0.30523 -0.28
C 2.82757 -0.13210 -0.14762 -0.10
C 2.21952 -1.37672 -0.11627 0.01
C -1.81209 -1.28019 0.11763 -0.03
H -2.76449 -1.12014 0.44572 0.06
H 1.43593 -1.39937 -0.88544 0.12
H 3.03795 -2.23404 -0.25312 0.19
H 2.13491 -1.66869 0.97005 0.16
H -1.09517 -1.61289 0.79235 0.05
H -0.04715 3.07338 0.25958 0.15
H -1.07262 2.48050 -1.06142 0.15
H -1.67067 1.54478 1.62985 0.16
H -1.78138 -2.04181 -0.66648 0.09
H -1.80381 0.47871 -1.21641 0.12


No. 2
88
Properties=species:S:1:pos:R:3:lowdin_charge:R:1 method="wB97M-V/def2-TZVPD" charge=+2 lumo_ev=-6.70 orbital_gap_ev=7.6 de_lowest_ev=0.656 homo_energy_ev=-14.2820
Sb 0.69895 -2.48325 -1.26314 1.52
S 0.79075 2.42643 -0.45330 0.71
Mg 1.66616 -0.05765 -0.38164 0.43
O -2.77958 0.73406 5.44548 0.15
O -2.26103 -0.29578 -2.51938 0.10
O -1.32454 0.38345 7.07217 0.16
N 2.26309 0.36632 1.64511 0.02
N -1.79125 2.66199 0.14481 0.06
N 3.71504 0.55934 -0.66010 0.03
N -1.31213 1.63924 -1.87695 0.10
C 2.84739 -3.39049 0.82266 -0.13
C 0.04173 0.10639 2.47247 -0.04
C -4.87807 0.54764 -1.69972 0.00
C -2.46147 0.82210 -2.09520 -0.37
C 5.74401 1.16757 -1.75886 0.00
C 1.73553 0.79832 4.03194 0.02
C -0.75719 -3.91249 -2.11850 -0.51
C 3.60265 -2.68848 -2.43018 -0.13
C -3.43651 5.00077 1.20827 -0.08
C 2.15281 -2.60227 -2.89353 -0.55
C -1.00306 -3.63607 -3.59150 -0.13
C 6.39957 1.25507 -0.54192 0.00
C -6.15286 1.06324 -1.56728 -0.04
C 1.42123 -3.72330 0.39864 -0.54
C -6.35197 2.43806 -1.61243 -0.03
C -1.64845 0.55020 5.79047 -0.48
C -1.92999 4.80872 1.36680 -0.22
C 1.90645 -1.37705 -3.77327 -0.15
C 0.46640 -3.51819 1.57423 -0.14
C 1.37998 0.40673 2.74101 -0.25
C 4.34307 0.66089 0.52742 -0.24
C 5.68635 0.99504 0.62062 0.03
C -5.27427 3.29538 -1.79384 -0.06
C -0.90588 0.15564 3.47047 0.01
C -3.78560 1.40277 -1.86672 -0.17
C -1.52237 3.33689 1.41574 -0.20
C -0.88731 2.24025 -0.71346 -0.74
C 0.78412 0.83107 5.03681 0.01
C -0.53906 0.49432 4.76859 -0.10
C -3.99475 2.78661 -1.92773 -0.06
C 3.52765 0.51428 1.73367 -0.04
C -2.05916 -3.97063 -1.33962 -0.13
C 4.40177 0.81570 -1.76940 -0.09
H 4.05413 0.60223 2.68244 0.14
H -3.97431 4.50202 2.01613 0.09
H -0.46202 3.24353 1.63265 0.07
H -6.99368 0.39629 -1.43657 0.12
H 6.16352 1.06875 1.58869 0.13
H 7.44334 1.53344 -0.49643 0.13
H -1.66274 -4.41447 -3.98209 0.10
H -5.44137 4.36285 -1.84539 0.12
H 2.74577 1.10898 4.26168 0.12
H 3.83126 -3.67510 -2.03085 0.08
H -1.91197 -4.19480 -0.28395 0.06
H 0.69760 -4.22677 2.37186 0.09
H 3.58563 -3.71152 0.09157 0.06
H 0.57091 -2.51243 1.98821 0.05
H 2.96977 -2.31312 0.99442 0.05
H 3.07630 -3.89592 1.76387 0.09
H -0.54166 1.35509 -2.46289 0.12
H -0.09031 -3.66236 -4.18503 0.06
H -4.71207 -0.52002 -1.66998 0.12
H -0.19718 -4.84279 -1.99349 0.10
H 1.37013 -4.76155 0.06488 0.10
H -2.68476 -4.76020 -1.76200 0.09
H -1.60101 5.26702 2.30035 0.12
H -2.60036 -3.03176 -1.43808 0.07
H -3.68633 6.05958 1.24123 0.08
H -0.57776 -3.66676 1.29566 0.06
H -3.79969 4.61138 0.25396 0.04
H 2.02602 -0.44964 -3.19515 0.03
H 4.27060 -2.52350 -3.27974 0.09
H -0.25154 -0.15449 1.45910 0.09
H -0.39455 0.19136 7.22786 0.11
H -3.16824 3.45352 -2.14583 0.13
H 2.61793 -1.35054 -4.60123 0.09
H 3.84268 -1.94142 -1.66873 0.04
H 3.86364 0.74497 -2.70610 0.12
H -1.50268 -2.67929 -3.73439 0.07
H 6.25797 1.36804 -2.68766 0.13
H 0.89975 -1.38044 -4.19542 0.07
H -2.09135 2.82406 2.19497 0.13
H -7.35202 2.84073 -1.52602 0.12
H -1.94647 -0.06184 3.26940 0.13
H 1.08459 1.16227 6.02320 0.13
H -1.39464 5.29762 0.54938 0.12
H 1.91456 -3.50616 -3.45473 0.09
H -2.76560 2.63430 -0.12950 0.11


No. 3
25
Properties=species:S:1:pos:R:3:lowdin_charge:R:1 method="wB97M-V/def2-TZVPD" lumo_ev=0.11 orbital_gap_ev=9.2 de_lowest_ev=2.914 homo_energy_ev=-9.0869
O -0.39782 -1.32656 -2.65338 -0.10
O -1.27775 -3.03424 -0.18907 -0.05
O -2.59320 0.96642 2.32308 -0.06
N 1.21515 -1.12784 1.73770 0.11
N 1.48290 -0.25852 -0.51227 -0.05
C 0.56071 2.02222 -0.32844 -0.27
C -0.65411 1.29007 -0.83563 -0.11
C 1.74011 1.12215 -0.27926 -0.27
C 1.43421 -1.22133 0.38064 -0.26
H 2.37371 1.43048 -1.17641 0.13
H -1.11289 -2.34502 0.34756 -0.07
H 0.32138 2.65170 0.49642 0.09
H 1.17008 -0.18346 2.10774 0.09
H -1.91049 -2.81963 -0.97487 0.11
H -0.51742 -0.46504 -3.09880 0.03
H 2.23585 1.20841 0.72559 0.12
H 1.27097 -2.27470 -0.09122 0.15
H -0.58925 0.18504 -0.46265 0.08
H 0.73014 2.75241 -1.12255 0.10
H -2.40517 0.15968 2.87185 0.06
H -1.82464 1.45947 2.53503 0.00
H -0.01670 -1.30018 -1.75855 -0.02
H -0.56735 1.32017 -1.97010 0.09
H -1.63270 1.53874 -0.49819 0.05
H 0.96429 -1.75041 2.42576 0.06


No. 4
50
Properties=species:S:1:pos:R:3:lowdin_charge:R:1 method="wB97M-V/def2-TZVPD" charge=+1 lumo_ev=-4.82 orbital_gap_ev=5.8 de_lowest_ev=0.000 homo_energy_ev=-10.6505
O 2.08866 0.28264 2.62903 0.03
O 2.13517 0.60138 -2.24865 0.01
O 0.30527 3.06401 -0.17748 0.13
O -1.34682 -3.10660 -0.42453 0.15
O 0.98274 0.92149 0.15987 0.13
O 0.32472 -1.59283 -0.05857 0.10
N -0.97986 -0.00286 1.20924 -0.10
C -2.12760 -0.77429 -3.46340 0.00
C -1.86381 -0.82616 0.29469 0.03
C -2.72409 0.47871 -3.26731 -0.24
C -0.64246 1.27791 -2.32686 0.00
C 1.26502 -0.31882 -1.97485 0.04
C -1.17192 1.48980 0.99737 0.05
C 3.52452 0.42274 -1.89314 0.04
C 2.80372 0.67726 4.87117 -0.01
C 2.86100 -1.58446 3.56808 -0.01
C -0.84299 -1.03721 -3.00474 0.01
C 2.66693 -0.23819 3.75617 -0.33
C -0.99419 -1.99851 -0.07342 -0.42
C -4.14449 0.74733 -3.68476 -0.02
C 2.36044 -1.87659 2.27255 -0.03
C 0.06705 1.96374 0.28893 -0.40
C -1.95976 1.50469 -2.68695 -0.01
C -1.19994 -0.46750 2.60481 0.04
C 1.79288 -0.72917 1.73932 -0.10
C -0.10105 -0.02350 -2.37760 -0.18
B 0.53517 -0.34276 0.71744 -0.72
H -4.42860 0.26300 -4.61786 0.09
H 3.89516 1.38311 -1.53478 0.12
H 3.11826 0.11004 5.75327 0.10
H 3.65045 -0.32660 -1.09924 0.11
H -1.27962 2.04358 1.93962 0.16
H -4.32879 1.81672 -3.77266 0.09
H -0.79156 -1.48150 2.70722 0.13
H -2.05022 1.69312 0.36815 0.15
H 4.07569 0.12636 -2.79648 0.12
H -4.78481 0.34240 -2.89900 0.10
H -2.38874 2.51123 -2.57769 0.14
H 3.25955 -2.28227 4.28409 0.11
H -0.04995 2.12269 -1.99853 0.11
H 1.84910 1.17506 5.09780 0.09
H -2.08997 -0.25734 -0.62851 0.13
H -2.79442 -1.15019 0.78850 0.16
H 3.55162 1.44563 4.64751 0.10
H 2.40809 -2.83747 1.77958 0.11
H -2.70470 -1.55562 -3.97849 0.14
H 1.62854 -1.35023 -1.92333 0.18
H -2.28078 -0.49780 2.81354 0.12
H -0.69681 0.20117 3.31741 0.12
H -0.38182 -2.00735 -3.11653 0.14


No. 5
49
Properties=species:S:1:pos:R:3:lowdin_charge:R:1 method="wB97M-V/def2-TZVPD" charge=+1 lumo_ev=-3.98 orbital_gap_ev=8.2 homo_energy_ev=-12.1764
S 2.19533 1.25810 3.75850 0.32
P -0.55789 0.67097 -0.30860 0.95
P 1.42983 -0.29108 2.81800 0.40
P -4.86875 -1.51059 1.39464 0.92
F 5.98832 0.94282 -6.95460 0.15
F 4.10958 2.01976 -7.21218 0.14
F 5.53005 2.65126 -5.68233 0.14
F -3.63097 -1.20326 4.14114 0.09
O -5.21600 -1.23171 -0.31956 -0.34
O 2.44097 -0.50252 1.37292 -0.28
O 1.67298 -1.77305 3.74678 -0.27
O 3.49618 1.34373 -4.41273 0.01
O -1.75069 0.61775 4.39042 -0.03
O 4.40396 -0.59721 -5.23471 0.15
O -0.05481 -0.20765 -1.76019 -0.33
N -2.66241 -1.24141 3.17996 -0.07
N -0.62278 -0.60167 0.99039 -0.36
C -0.44163 -0.01141 2.35317 -0.37
C 2.76162 0.58045 -3.44349 -0.22
C 0.83922 1.92889 0.00824 -0.27
C -3.15100 -0.76193 1.80918 -0.37
C -1.36689 -0.57289 3.55899 -0.21
C 4.97894 1.55135 -6.27048 -0.47
C -1.95202 -1.27049 0.76084 -0.23
C 3.65450 0.18894 -2.28043 -0.07
C 4.28974 0.62552 -5.26918 -0.32
C -6.16775 -0.46910 2.37998 -0.29
H -1.92438 -2.45912 0.84990 0.15
H -0.71399 -0.94956 -1.90265 0.06
H 4.46371 -0.47218 -2.60576 0.08
H 4.12648 1.07473 -1.84240 0.09
H -2.15453 1.33075 3.77953 0.14
H 1.18712 2.03250 1.12033 0.02
H -3.25621 0.40309 1.85249 0.15
H -0.56422 1.16478 2.29492 0.12
H -0.82254 -1.30111 4.32609 0.20
H -7.05371 -0.10904 1.68636 0.08
H 3.07928 -0.32646 -1.50605 0.06
H 1.95087 1.22228 -3.08188 0.10
H -2.44334 -2.27376 3.04363 0.21
H 2.14957 -1.36004 0.90598 0.09
H -5.59257 0.50782 2.72032 0.05
H -2.35155 -0.95821 -0.31661 0.09
H 0.45713 2.98413 -0.38745 0.08
H 1.79862 1.66804 -0.65184 0.06
H 1.16439 -2.53236 3.29631 0.09
H -6.54909 -1.02574 3.35632 0.07
H 2.29565 -0.29505 -3.91010 0.13
H -4.59436 -0.45907 -0.54212 0.06


No. 6
135
Properties=species:S:1:pos:R:3:lowdin_charge:R:1 method="wB97M-V/def2-TZVPD" charge=+1 multiplicity=2 lumo_ev="-1.89 / -8.48" orbital_gap_ev="10.2 / 3.6" s2=0.754 homo_energy_ev="-12.0768 / -12.0344"
O 5.39968 -3.83586 0.99536 -0.10
O -0.88792 -2.45727 1.40111 -0.16
O 6.21807 0.93384 1.31464 -0.10
O 1.91153 -6.57092 -2.21428 -0.02
O -0.86764 -0.93054 -4.07119 0.24
O 2.97223 1.46628 -3.06424 -0.02
O 0.64128 6.26553 1.81185 -0.05
O 4.72184 -0.65513 -3.45305 -0.10
O -1.82934 3.16897 -1.81454 -0.14
O -4.85732 2.91403 2.00556 -0.05
O -4.28359 -3.66881 -3.50438 -0.04
O 0.55840 -0.75084 5.12142 -0.06
O -2.43245 1.75002 4.35622 -0.06
O 0.18983 2.67219 -3.47318 -0.04
O -1.73824 -0.79044 3.55439 -0.05
O -0.69950 -1.26303 -1.23787 -0.09
C 4.76123 -1.38375 -2.27063 -0.18
C -3.60202 -3.31496 -2.31911 -0.50
C 0.15787 -0.17694 -1.00905 -0.41
C -6.59551 2.01394 0.53393 -0.03
C -1.61300 2.90903 4.31955 -0.44
C 1.67782 4.32968 0.70350 -0.06
C -2.34426 4.19742 4.71666 -0.03
C 1.46805 -0.79842 -0.46395 -0.01
C -0.00552 -3.29561 2.13495 -0.11
C -2.62889 2.58245 -2.85428 -0.12
C 4.58248 -2.71818 1.24890 -0.17
C -4.02753 -4.12155 -1.13312 -0.05
C 1.32856 6.57097 -0.45420 -0.05
C -0.61355 0.76099 0.01713 -0.01
C 1.48761 -5.27481 -1.90146 -0.49
C -0.73565 -2.61206 -5.75118 0.03
C 1.64759 5.87399 0.84840 -0.48
C 1.33201 -1.34140 -5.00831 0.04
C -3.88922 -1.81191 -2.02573 -0.05
C 0.06563 -5.10974 -2.34771 -0.07
C 4.82976 0.97459 0.99713 -0.17
C 0.00398 -1.94510 -4.55583 -0.34
C 1.93655 0.22513 3.46075 -0.02
C -0.94019 3.02344 2.90733 -0.03
C 2.42983 -4.28797 -2.60457 -0.04
C 1.77321 -0.08355 4.96334 -0.47
C -4.25902 0.90307 0.90672 -0.05
C 1.83761 1.08079 5.95962 -0.03
C -5.39736 1.70510 1.53025 -0.47
H -1.10268 -1.94266 -6.52918 0.11
H 1.30675 -1.19419 0.53877 0.06
H -0.05277 -5.12203 -3.43119 0.08
H -3.74625 -5.16427 -1.28053 0.08
H 1.32460 7.63247 -0.20661 0.09
H -5.10447 -4.00695 -1.00995 0.09
H 1.21467 -0.69400 -5.87733 0.11
H -0.14248 1.74195 0.07963 0.06
H 6.19385 -3.57136 0.52533 0.08
H -0.68964 -5.81764 -2.00633 0.09
H 4.69626 1.05682 -0.08153 0.07
H 1.73640 -0.82580 -4.13726 0.08
H -0.37835 -4.16426 -2.03618 0.05
H -7.03867 1.07009 0.21634 0.07
H 3.79546 -1.47743 -1.77403 0.04
H -4.67646 -0.05354 0.59248 0.08
H -4.91763 -1.45071 -2.02363 0.09
H -2.13013 1.74166 -3.33639 0.06
H -1.67449 5.05731 4.70782 0.09
H 6.24866 0.88575 2.27295 0.08
H -0.66819 2.02480 2.56554 0.05
H 0.48790 -3.95635 1.42217 0.08
H 3.55023 -3.04452 1.12216 0.07
H 3.44578 -4.32010 -2.21097 0.08
H 2.82529 1.50739 5.78473 0.09
H 2.05218 -2.11062 -5.28717 0.12
H 2.58434 -0.78473 5.15959 0.13
H 1.57068 -5.08640 -0.83109 0.13
H -0.46860 2.79314 -2.78902 -0.03
H -2.74159 4.17946 5.73151 0.08
H 2.10431 1.51446 -3.46502 0.01
H 3.06605 2.29505 -2.59460 0.06
H -3.83423 1.43328 0.05435 0.06
H 2.26235 -0.05402 -0.40857 0.07
H 2.08138 6.31886 -1.20106 0.08
H -1.63107 3.41141 2.15882 0.08
H -0.52602 -3.87391 2.89833 0.09
H -1.40837 -1.97283 2.04614 0.03
H 0.36596 6.20129 -0.80752 0.08
H 2.92713 0.67801 3.41892 0.07
H -6.26693 2.53924 -0.36284 0.07
H 0.79605 5.84984 2.66323 0.07
H -2.84269 3.24342 -3.69423 0.09
H 1.38988 -7.25187 -1.78324 0.10
H -4.27393 2.60918 2.70436 0.05
H 1.95664 3.78290 1.60427 0.06
H -7.34493 2.57207 1.09515 0.08
H -3.41639 0.66804 1.55697 0.06
H 0.30760 0.31500 -1.97014 0.11
H -0.74631 0.29048 0.99134 0.06
H 4.83800 -1.96981 0.49874 0.05
H 2.05869 -3.26311 -2.60065 0.04
H 1.58487 0.78104 6.97667 0.09
H -3.46780 -1.22123 -2.83912 0.06
H 4.03095 0.00487 -3.35995 0.01
H -5.91755 1.14525 2.30747 0.13
H 5.09376 -2.40365 -2.46382 0.08
H 1.74150 -0.62463 2.80656 0.07
H 2.47921 -4.45250 -3.68095 0.09
H -1.67031 0.92769 -0.19164 0.05
H 1.83299 -1.55064 -1.16329 0.05
H -0.06624 3.66930 2.82255 0.05
H -0.92147 -0.96575 -3.11334 0.08
H 0.23799 -2.67534 -3.78117 0.12
H -2.54028 -3.51195 -2.46739 0.11
H 2.43831 4.08426 -0.03780 0.07
H 5.39735 -0.86600 -1.55273 0.07
H 0.90678 3.25449 -3.22190 0.04
H -2.15631 0.05673 3.70855 -0.01
H 0.29254 -0.48460 6.00461 0.09
H -1.60462 -3.12532 -5.33942 0.10
H 4.32808 0.09770 1.40637 0.05
H -0.75548 2.69955 4.95898 0.11
H -2.81972 1.68594 5.23230 0.11
H -3.55787 2.18671 -2.44380 0.08
H 1.42485 1.13429 3.14500 0.06
H -3.51044 -3.79641 -0.23034 0.08
H -0.93167 -0.75716 4.06876 0.00
H 1.20525 1.93436 5.71540 0.06
H -0.07457 -3.29600 -6.28343 0.11
H -3.22715 4.35284 4.09663 0.08
H 0.66474 4.05730 0.40756 0.06
H -0.80307 -1.60142 -0.34548 0.05
H -2.41110 3.57595 -1.16838 0.10
H 2.64704 6.19962 1.13677 0.13
H 4.64629 -2.28202 2.24579 0.08
H -3.42717 -1.55634 -1.07217 0.06
H 0.65206 -2.63553 2.70063 0.06
H 4.34927 1.85415 1.42563 0.07
H -5.13981 -3.25908 -3.36085 0.08


no.,total energy (eV)
1,-9908.600
2,-69861.543
3,-13527.908
4,-34522.123
5,-77599.230
6,-64280.467